Entry 1:
{
  "formula": "C19H43N4O10P2",
  "method": "wB97M-V/def2-TZVPD",
  "lumo_energy_ev": -4.32,
  "orbital_gap_ha": 0.28362,
  "largest_force_ev_per_a": 5.7,
  "total_energy_ev": -65409.0960,
  "mol_weight_da": 549.5,
  "charge": 1,
  "multiplicity": 1,
  "symbols": ["O", "H", "H", "O", "O", "N", "N", "H", "H", "H", "H", "O", "H", "C", "C", "P", "H", "N", "H", "C", "H", "H", "H", "O", "C", "H", "H", "C", "C", "O", "H", "H", "O", "H", "C", "H", "H", "P", "H", "C", "H", "C", "H", "H", "O", "C", "C", "H", "H", "H", "H", "N", "H", "H", "H", "H", "C", "H", "C", "C", "C", "C", "H", "H", "H", "C", "H", "H", "H", "O", "H", "H", "H", "H", "C", "C", "H", "O"],
  "coordinates": [[-0.492, -2.674, 3.133], [-6.189, -3.554, 0.167], [-0.098, -3.505, 5.353], [1.281, 4.625, -2.689], [1.623, -3.057, 4.261], [-3.318, -3.204, -1.429], [-5.954, -1.360, -1.585], [-1.662, 3.193, -3.459], [0.515, -5.404, 3.739], [-6.959, -1.417, -1.759], [-3.116, 0.005, -1.916], [1.611, -0.752, 3.687], [-4.654, -3.285, 0.823], [-5.454, -2.467, -2.184], [1.411, -0.420, 0.448], [0.848, -2.063, 3.237], [3.057, 0.332, 4.580], [-5.631, -2.797, -3.459], [-0.931, -3.583, -0.950], [3.197, 7.086, -2.364], [2.475, -0.215, 0.555], [-4.959, -0.903, 0.315], [-1.439, -0.638, -1.755], [1.641, -2.404, 1.865], [0.914, -5.316, 4.749], [-1.130, -5.308, -0.590], [4.550, 4.757, 1.940], [2.677, 4.600, 0.887], [-2.704, -4.476, -1.723], [3.628, 4.649, -2.286], [3.381, 7.956, -2.996], [0.767, 2.786, -3.523], [2.094, 4.933, -0.380], [4.338, 5.959, 0.654], [-1.253, -4.543, -1.354], [2.502, 3.543, 1.108], [4.981, -0.991, 3.973], [2.354, 3.966, -1.648], [2.143, 5.186, 1.633], [4.035, -1.207, 3.476], [1.931, -5.708, 4.727], [-2.828, -2.108, -2.281], [0.044, -2.088, 0.592], [2.858, -1.245, 5.289], [-2.664, -2.243, -3.449], [3.619, 5.838, -3.101], [4.159, 4.922, 0.936], [-1.009, 3.598, -1.857], [-2.578, -0.965, -0.490], [4.651, 5.952, -3.434], [0.315, -5.933, 5.420], [-4.749, -3.307, -1.363], [3.981, -2.282, 3.308], [0.422, 4.215, -4.485], [0.889, 0.184, 1.193], [1.596, -2.468, -0.161], [-5.269, -2.989, -0.021], [-5.444, -2.158, -4.217], [-1.000, 3.870, -2.914], [1.123, -1.896, 0.638], [-2.499, -0.819, -1.566], [-5.749, -1.523, -0.099], [-0.632, -4.777, -2.216], [4.029, -0.716, 2.503], [1.441, -3.781, 6.155], [2.897, -0.719, 4.338], [-1.397, 4.883, -2.987], [4.722, 4.294, 0.243], [-5.987, -3.709, -3.705], [-3.305, -5.396, -2.174], [-6.724, -1.415, 0.357], [3.755, 7.201, -1.436], [2.137, 7.068, -2.116], [1.090, -0.089, -0.541], [0.407, 3.813, -3.470], [0.916, -3.872, 5.202], [3.027, 5.682, -3.999], [1.746, 2.656, -1.350]],
  "forces_ev_per_a": [[-1.0709, 2.7042, -0.0567], [0.1784, -0.4457, -0.5264], [-0.0196, 0.0409, -0.1463], [0.4433, 0.0004, 0.0834], [0.0025, 0.4093, -0.1523], [-0.2645, -1.0259, -0.5508], [-0.7806, -1.3899, 0.4771], [0.0150, 0.0275, -0.0370], [-0.1305, 0.0676, 0.0370], [0.0431, 1.1989, -0.5118], [0.1147, 0.0823, -0.0878], [-2.0880, 0.9019, -0.4264], [0.6605, 0.3642, -0.3450], [0.7397, -0.5634, -0.4455], [-0.1284, 0.0338, 0.1727], [3.4652, -4.4056, 0.5617], [-0.2232, 0.0493, -0.1399], [-0.1432, 0.5498, -0.3370], [0.1729, -0.1045, 0.1192], [-0.3028, -0.0843, 0.2415], [0.0239, -0.0190, -0.0943], [-0.4205, 0.7357, -0.2699], [-0.0915, 0.3094, -0.2442], [-0.3789, 0.4470, 0.2294], [0.1118, -0.0588, -0.1568], [0.0248, -0.0286, -0.0269], [-0.0285, 0.0020, 0.0117], [0.1461, -0.0048, 0.2754], [0.7650, -0.3455, -0.2810], [0.8989, -2.0305, 0.5796], [0.0734, -0.0480, -0.0426], [0.0403, -0.0081, 0.1287], [0.5268, -0.4418, -0.1323], [-0.0238, 0.0317, 0.0706], [0.0802, 0.8304, 0.0608], [-0.0541, 0.0055, -0.0606], [-0.0404, 0.0723, 0.0453], [-4.4845, 3.5441, -0.5784], [-0.0934, 0.0400, -0.1048], [-0.1192, -0.3100, -0.2149], [-0.0012, -0.0073, 0.0583], [0.2747, 1.1598, 0.6267], [0.0160, -0.0382, 0.0575], [-0.2035, -0.2204, -0.1130], [0.0152, -0.5858, -0.5949], [0.4445, 0.5339, -0.5396], [0.0243, -0.0699, -0.1734], [0.0745, -0.1182, -0.0268], [-0.2185, 0.2161, 0.0105], [0.0589, -0.2019, 0.1645], [0.0158, 0.0164, 0.0261], [-0.2971, 1.1735, 1.1686], [-0.0329, -0.0059, 0.0140], [0.0575, 0.0571, 0.0243], [-0.0135, 0.0234, -0.0449], [0.0512, -0.1089, 0.1118], [-1.6163, -0.2355, 0.9539], [-0.5692, 0.3045, 0.1178], [-0.0593, 0.0847, 0.1465], [-0.0204, 0.1409, -0.3675], [0.1301, -0.7778, 0.6453], [1.1540, -0.9105, -0.2910], [-0.1317, -0.1896, -0.0623], [0.0331, 0.0780, 0.0361], [0.0678, 0.0762, -0.0474], [0.5918, 0.4643, 0.4413], [-0.0131, -0.0106, -0.0537], [0.0148, -0.0144, 0.0413], [0.8677, -0.3727, 0.1182], [-0.8110, -0.2881, -0.0087], [0.2054, 0.3480, 0.3619], [0.0772, 0.0286, -0.0476], [-0.0069, -0.0378, -0.0055], [0.0612, 0.0379, -0.0038], [-0.2671, 0.0105, -0.0520], [-0.0150, -0.3210, 0.0832], [-0.2118, -0.1844, 0.1552], [2.6130, -1.1885, -0.0554]],
  "lowdin_charge": [-0.228, 0.129, 0.106, -0.224, -0.222, 0.059, 0.149, 0.070, 0.074, 0.165, 0.096, -0.192, 0.140, -0.357, -0.073, 0.483, 0.121, 0.258, 0.063, -0.068, 0.079, 0.114, 0.098, -0.188, -0.072, 0.108, 0.080, -0.268, -0.452, -0.189, 0.086, 0.104, -0.193, 0.073, 0.039, 0.107, 0.086, 0.487, 0.119, -0.068, 0.078, -0.442, 0.085, 0.116, 0.172, -0.240, -0.075, 0.074, 0.081, 0.122, 0.079, 0.031, 0.075, 0.118, 0.076, 0.120, -0.085, 0.143, -0.076, -0.291, 0.031, -0.078, 0.105, 0.073, 0.119, -0.240, 0.077, 0.073, 0.150, 0.149, 0.128, 0.073, 0.075, 0.066, -0.284, -0.275, 0.115, -0.223]
}

***

Entry 2:
{
  "formula": "C19H44AlAsF17LiN2Na2O14P3S2",
  "method": "wB97M-V/def2-TZVPD",
  "lumo_energy_ev": -6.14,
  "orbital_gap_ha": 0.14255,
  "largest_force_ev_per_a": 3.7,
  "total_energy_ev": -224272.6171,
  "mol_weight_da": 1159.4,
  "charge": 1,
  "multiplicity": 1,
  "symbols": ["H", "H", "H", "H", "H", "H", "F", "C", "H", "C", "H", "O", "F", "P", "Li", "H", "H", "C", "H", "C", "H", "H", "F", "H", "N", "H", "H", "H", "O", "F", "Na", "H", "F", "F", "H", "C", "C", "H", "H", "C", "H", "H", "F", "F", "H", "O", "H", "Al", "F", "C", "H", "H", "H", "C", "Na", "O", "P", "S", "As", "F", "H", "C", "S", "H", "H", "H", "O", "H", "F", "P", "H", "F", "O", "C", "N", "O", "H", "H", "O", "H", "C", "F", "C", "C", "O", "O", "C", "H", "C", "F", "H", "C", "H", "O", "H", "F", "H", "C", "F", "F", "H", "O", "H", "O", "C", "O"],
  "coordinates": [[5.355, 7.857, 6.215], [-2.194, -2.282, -1.392], [4.134, 8.981, 5.547], [-0.393, -4.911, -6.318], [-3.062, -8.739, -3.944], [-0.489, -1.704, -1.554], [-5.138, -2.676, -1.502], [0.897, 7.701, 4.331], [-0.570, 6.221, 3.855], [1.283, 6.883, 6.603], [3.018, 2.800, 8.318], [6.973, -3.716, -2.930], [-4.507, 7.824, -2.942], [1.438, -6.110, -4.597], [-3.794, 3.415, 2.140], [-2.195, -10.791, -4.557], [1.610, -7.120, -3.629], [0.640, 4.115, 4.036], [7.244, -3.711, -3.855], [-1.392, -10.090, -4.379], [3.314, -3.271, -5.503], [0.565, 6.606, 2.533], [-1.355, 0.672, 1.378], [3.260, -4.900, -1.999], [1.177, 1.836, 8.072], [2.022, 3.995, -1.654], [-2.063, -5.208, -5.718], [0.329, 8.526, 3.896], [2.678, -4.247, -2.425], [-8.046, -2.688, -1.579], [2.006, -10.798, -2.273], [1.914, 4.511, 0.726], [-1.928, 3.012, 2.050], [-3.666, 1.551, 0.987], [0.277, 4.226, -1.392], [-0.373, -5.472, -4.303], [4.539, 7.966, 5.493], [0.396, 3.743, 3.033], [-0.078, -11.677, -4.021], [2.482, 2.296, 7.520], [6.079, -4.072, -2.960], [3.023, 1.416, 7.186], [-2.655, 3.421, -0.233], [-6.687, -4.224, -1.094], [0.378, -4.796, -1.529], [0.577, 7.733, 5.716], [-0.272, 4.195, 4.639], [-4.020, 6.431, -2.113], [-2.586, 6.734, -1.232], [-1.994, -8.784, -3.795], [1.951, 7.920, 4.162], [1.304, 3.403, 4.525], [-1.371, -1.390, -0.096], [-0.651, -4.504, -1.343], [-3.127, -0.866, 0.604], [2.541, 6.260, -0.194], [2.843, -4.571, -3.989], [-0.870, -7.324, -6.032], [-2.005, 2.075, 0.542], [-5.667, -4.158, -3.081], [0.500, -3.599, -3.478], [1.541, 5.261, 0.034], [2.304, 6.937, -1.634], [4.931, 7.807, 4.490], [-1.759, -8.772, -2.740], [3.109, 6.681, 7.691], [1.218, 1.068, 9.008], [-1.211, -5.372, -0.997], [-7.402, -3.119, -3.683], [-6.589, -3.044, -2.258], [-1.510, -3.736, 0.463], [-2.109, 1.141, -0.918], [4.181, -5.128, -4.210], [1.249, 4.701, -1.338], [-1.065, -6.571, -3.614], [3.534, 6.999, 5.718], [-0.794, -11.010, -2.557], [1.202, 5.837, 6.300], [-1.267, -4.048, -2.557], [-0.943, -9.911, -5.347], [-0.778, -3.420, -0.270], [-3.739, 5.157, -3.206], [-1.325, -7.586, -4.373], [2.724, 7.273, 6.848], [1.316, 5.344, 3.959], [0.164, 2.258, 7.551], [-0.457, -4.066, -3.686], [0.656, 5.742, 0.457], [0.476, 6.441, 3.613], [-0.429, 2.570, 0.143], [-1.366, -6.586, -2.646], [-1.029, -5.522, -5.690], [2.768, 8.333, 7.117], [2.591, -3.288, -4.849], [0.161, -3.310, 0.253], [-5.231, 5.951, -0.996], [2.290, 2.971, 6.695], [-0.366, -10.763, -3.522], [0.824, -9.991, -3.382], [-6.460, -1.426, -2.539], [0.755, 6.976, 7.555], [1.297, 5.834, -2.212], [-0.949, -3.444, -4.424], [3.526, 6.876, -2.351], [-1.240, -2.122, -0.905], [1.601, 8.150, -1.461]],
  "forces_ev_per_a": [[0.0130, 0.1154, 0.0058], [-0.0716, 0.1892, -0.4273], [0.0173, 0.0104, 0.0397], [-0.1180, -0.1568, -0.6965], [-0.3150, 0.1585, -0.1105], [-0.0438, 0.2190, -0.4171], [0.5388, -0.0994, 1.1236], [0.0233, 0.2017, 0.0168], [-0.0001, -0.0271, 0.0234], [-0.1306, -0.0519, 0.0627], [0.0211, -0.0874, 0.0577], [-0.1194, -0.0318, -0.0458], [0.0656, -0.2611, 0.1869], [0.0335, 0.4480, -1.1933], [-0.0171, 0.2571, -0.3817], [-0.1449, -0.4101, 0.0525], [-0.0705, 0.4241, 0.4398], [0.1434, 0.1144, -0.1435], [0.0917, 0.0266, 0.0558], [-0.1618, 0.7510, -0.0865], [-0.1143, 0.3644, -0.0022], [-0.1866, 0.1362, -0.0054], [-0.7449, -0.0980, 0.0772], [0.0546, 0.3607, 0.2128], [0.0226, 0.0484, -0.0231], [0.0009, -0.0089, 0.0499], [-0.3310, 0.0505, 0.0419], [-0.0475, -0.0153, 0.0198], [-0.5393, 0.3191, -0.3923], [0.5865, 0.6014, 0.1051], [2.6134, -1.4908, 2.1390], [0.2054, 0.1003, 0.0084], [-0.7791, -0.3927, 0.1382], [0.3923, 0.0585, 0.5617], [-0.1265, 0.2230, -0.1889], [0.8120, -0.2798, -0.1667], [0.0296, -0.1680, 0.0317], [-0.1339, -0.0914, 0.0591], [0.2924, -0.3110, -0.0705], [0.0131, 0.1540, -0.1658], [-0.0048, -0.0554, -0.0882], [0.0296, -0.0398, 0.1113], [-0.6997, 0.4080, 0.2663], [0.1654, -0.4892, -0.6258], [0.2719, 0.0607, -0.0321], [-0.0593, 0.0047, 0.0034], [-0.0388, -0.0306, -0.0535], [-0.0077, 0.1142, -0.0915], [-0.2342, -0.2288, -0.0041], [1.4515, -0.7347, -0.3842], [0.0708, -0.2011, -0.0107], [0.0310, -0.0304, -0.0650], [0.6915, -0.0904, -0.3599], [-0.4394, 0.1729, -0.0870], [-0.7702, 0.3810, -0.2264], [0.1418, -0.1729, -0.2215], [1.3181, -0.9180, 1.0590], [-1.2944, -0.0739, 0.1667], [1.5402, 0.2857, -1.6990], [0.7912, 0.4044, -0.0096], [0.2515, -0.1803, -0.0261], [-0.4169, 0.1083, 0.1460], [-0.2535, -0.3614, 0.1326], [0.0180, -0.0628, 0.0110], [-0.4119, 0.0680, 0.4920], [-0.1039, 0.1293, 0.1472], [-0.0179, -0.0066, -0.0287], [-0.0428, -0.3300, -0.0088], [-0.3532, -0.2914, 0.6116], [-1.1124, 0.2390, -0.1845], [-0.1655, -0.1476, 0.2081], [-0.3228, -0.4984, 0.6642], [0.2103, -0.5938, -0.2545], [0.1929, -0.3244, -0.1159], [-0.2622, 0.0739, -0.0245], [-0.1549, 0.2321, -0.1510], [0.3298, 0.2404, 0.5628], [0.1654, -0.0085, -0.1072], [-0.0749, -0.6047, 0.1709], [0.0197, 0.0522, -0.3854], [-0.0559, -0.1492, -0.2870], [-0.0066, 0.1143, 0.2734], [-0.3662, 0.3020, -0.3218], [0.1570, -0.2597, -0.0618], [-0.1038, 0.0099, 0.3017], [0.0037, -0.0447, -0.0079], [-0.8230, 0.0486, 0.3539], [-0.0412, -0.0328, -0.0541], [0.2774, -0.1108, -0.1059], [0.4042, -0.1102, 0.3074], [0.1235, 0.4923, 0.1230], [1.5668, -0.2553, 0.5675], [0.0062, 0.0233, -0.0311], [-0.6144, 0.1939, 0.0923], [0.2864, 0.1460, 0.1242], [0.3271, -0.0643, -0.0190], [-0.0587, 0.0258, 0.0193], [-1.1949, -0.6655, -0.7798], [-2.1316, 1.6386, -1.5923], [0.0501, -0.4202, -0.7258], [0.0079, 0.0506, 0.0037], [0.0727, 0.2433, 0.2959], [-0.1680, 0.3285, -0.1408], [0.1557, 0.1039, -0.0114], [-0.1249, 0.3215, 1.3078], [0.0269, 0.2202, -0.1319]],
  "lowdin_charge": [0.087, 0.093, 0.089, 0.104, 0.151, 0.102, -0.263, -0.170, 0.127, -0.187, 0.103, -0.057, -0.192, 0.923, 0.858, 0.142, -0.070, -0.115, 0.038, -0.141, 0.119, 0.116, -0.239, 0.093, -0.454, 0.133, 0.121, 0.135, -0.159, -0.196, 0.869, 0.130, -0.299, -0.289, 0.117, -0.591, -0.108, 0.068, 0.139, 0.050, -0.010, 0.100, -0.165, -0.226, 0.104, -0.117, 0.090, -0.149, -0.213, -0.092, 0.122, 0.075, 0.035, -0.183, 0.658, -0.190, 0.204, 1.063, 0.741, -0.242, 0.091, -0.180, 0.603, 0.089, 0.126, 0.124, 0.067, 0.113, -0.193, 0.367, 0.110, -0.202, -0.306, -0.170, 0.089, -0.203, 0.141, 0.112, -0.134, 0.100, -0.173, -0.206, -0.512, -0.203, -0.194, 0.057, -0.177, 0.124, -0.180, -0.186, 0.163, -0.338, 0.126, -0.110, 0.117, -0.224, 0.076, -0.140, -0.154, -0.199, 0.129, -0.171, 0.150, -0.226, -0.074, -0.202]
}